# 1
DFT (ωB97M-V with the def2-TZVPD basis set) results for a 5-piece molecular cluster, C5H22N2O5 overall at a distorted geometry.

largest force on an atom = 2.22 eV/Å
E_LUMO = 0.0203 Ha
Kohn-Sham gap = 9.171 eV
ΔE to the lowest compared entry with this formula, charge and spin = 0.0 kJ/mol
E_HOMO = -0.3167 Ha
SMILES = C[C@H](O)CNCCN.O.O.O.O
electronic energy = -18760.146 eV

Geometry (Å):
C: 2.647 -1.673 -0.684
C: 1.450 -0.875 -1.133
O: 1.688 0.501 -0.696
C: 0.174 -1.442 -0.545
N: -1.012 -1.010 -1.267
C: -2.279 -1.118 -0.536
C: -3.050 0.168 -0.487
N: -2.323 1.194 0.257
H: 2.739 -1.698 0.401
H: 3.583 -1.272 -1.093
H: 2.587 -2.708 -1.035
H: 1.388 -0.851 -2.212
H: 1.100 1.136 -1.166
H: 0.132 -1.220 0.521
H: 0.215 -2.523 -0.572
H: -0.860 -0.083 -1.642
H: -2.883 -1.863 -1.030
H: -2.096 -1.473 0.473
H: -4.016 0.003 -0.059
H: -3.252 0.554 -1.486
H: -2.938 1.904 0.588
H: -1.846 0.777 1.027
O: -1.491 -0.259 2.924
H: -0.814 0.355 2.560
H: -1.039 -0.730 3.650
O: 0.006 2.220 -1.932
H: -0.860 2.102 -1.413
H: 0.194 3.152 -1.896
O: 3.401 0.815 1.486
H: 2.903 0.659 0.678
H: 4.013 1.547 1.284
O: 0.479 1.355 1.834
H: 1.336 1.310 2.284
H: 0.724 1.050 0.921

# 2
DFT (ωB97M-V with the def2-TZVPD basis set) results for C4H6IO4 as an isolated structure at a distorted geometry.

largest force on an atom = 4.06 eV/Å
E_LUMO = 0.1232 Ha
Kohn-Sham gap = 7.290 eV
ΔE to the lowest compared entry with this formula, charge and spin = 0.0 kJ/mol
E_HOMO = -0.1447 Ha
charge = -1
electronic energy = -20537.797 eV

Geometry (Å):
C: -1.890 -1.282 0.060
C: 2.387 0.527 -0.861
C: 1.045 0.913 -0.173
C: -0.747 -0.282 0.482
O: -2.045 -1.731 -1.060
O: -2.592 -1.919 1.046
O: -0.460 -0.041 1.667
O: 0.016 0.080 -0.549
I: -3.402 1.143 0.042
H: 2.224 -0.492 -1.116
H: 2.486 1.164 -1.823
H: 3.286 0.733 -0.178
H: 0.930 1.934 -0.255
H: 1.089 0.710 0.892
H: -2.327 -1.456 1.824

# 3
DFT (ωB97M-V with the def2-TZVPD basis set) results for C3H8N2OP2 as an isolated structure at a distorted geometry.

largest force on an atom = 4.09 eV/Å
E_LUMO = -0.0197 Ha
Kohn-Sham gap = 9.015 eV
ΔE to the lowest compared entry with this formula, charge and spin = 154.1 kJ/mol
E_HOMO = -0.3510 Ha
electronic energy = -26843.865 eV

Geometry (Å):
C: -0.503 0.580 -1.078
C: 0.253 0.569 0.337
C: 0.274 -0.885 1.114
N: -1.119 -2.042 -3.620
N: -1.260 -2.737 -0.565
O: -0.930 -1.313 1.585
P: -2.027 -2.847 -2.822
P: -1.990 -2.235 0.732
H: -0.111 -0.230 -1.718
H: -1.627 0.259 -0.849
H: -0.704 1.582 -1.554
H: 0.010 1.418 1.068
H: 1.347 0.728 0.114
H: 0.878 -1.624 0.493
H: 0.875 -0.808 1.959
H: -0.321 -2.412 -0.804

# 4
DFT (ωB97M-V with the def2-TZVPD basis set) results for a 2-piece molecular cluster, CH2BrF2P overall at a distorted geometry.

largest force on an atom = 3.74 eV/Å
E_LUMO (spin up / spin down) = -0.0386 / -0.0604 Ha
Kohn-Sham gap (spin up / spin down) = 7.926 / 8.724 eV
ΔE to the lowest compared entry with this formula, charge and spin = 322.0 kJ/mol
E_HOMO (spin up / spin down) = -0.3298 / -0.3810 Ha
electronic energy = -85831.966 eV

Geometry (Å):
C: 0.491 0.420 -0.272
F: 0.712 1.708 -0.557
F: 1.664 -0.200 -0.027
P: -0.556 0.341 1.275
Br: -2.446 0.121 0.268
H: 0.103 -0.218 -1.238
H: 0.032 -2.173 0.551

# 5
DFT (ωB97M-V with the def2-TZVPD basis set) results for C47H49BrHfN7SSiTe as an isolated structure.

largest force on an atom = 0.50 eV/Å
E_LUMO = -0.3049 Ha
Kohn-Sham gap = 6.655 eV
ΔE to the lowest compared entry with this formula, charge and spin = 104.1 kJ/mol
E_HOMO = -0.5494 Ha
charge = +3
electronic energy = -157300.719 eV

Geometry (Å):
Hf: -0.530 -0.243 0.820
C: -3.887 -1.107 1.141
C: -3.964 -1.250 -0.377
C: -3.113 -2.368 -0.893
C: -3.666 -3.322 -1.735
C: -2.870 -4.323 -2.262
C: -1.534 -4.340 -1.902
C: -1.069 -3.371 -1.038
N: -1.821 -2.378 -0.526
N: -2.864 -0.133 1.627
C: -2.939 -0.149 3.122
C: -1.766 -0.776 3.793
C: -1.874 -1.245 5.092
C: -0.732 -1.643 5.764
C: 0.490 -1.564 5.109
C: 0.509 -1.138 3.799
N: -0.599 -0.749 3.136
C: -3.264 1.230 1.171
C: -2.326 2.231 1.762
C: -2.774 3.475 2.164
C: -1.883 4.356 2.745
C: -0.573 3.929 2.932
C: -0.210 2.674 2.503
N: -1.057 1.812 1.902
H: -3.661 -2.074 1.595
H: -4.855 -0.783 1.532
H: -3.680 -0.320 -0.878
H: -4.999 -1.429 -0.662
H: -4.719 -3.266 -1.976
H: -3.281 -5.069 -2.928
H: -0.851 -5.086 -2.284
H: -0.034 -3.406 -0.743
H: -3.863 -0.632 3.441
H: -2.993 0.878 3.488
H: -2.843 -1.275 5.572
H: -0.792 -2.003 6.783
H: 1.414 -1.844 5.593
H: 1.438 -1.115 3.245
H: -4.287 1.447 1.491
H: -3.244 1.288 0.081
H: -3.811 3.741 2.010
H: -2.199 5.342 3.058
H: 0.165 4.560 3.406
H: 0.805 2.332 2.649
Br: 2.289 -6.591 1.837
C: 1.624 -4.877 1.560
C: 2.364 -3.923 0.874
C: 1.826 -2.668 0.682
N: 0.613 -2.296 1.134
C: -0.089 -3.245 1.794
C: 0.361 -4.521 2.026
H: 3.348 -4.147 0.487
H: 2.391 -1.942 0.127
H: -1.074 -2.967 2.145
H: -0.261 -5.229 2.555
S: -1.546 2.968 -1.086
C: -0.818 4.213 -1.983
N: 0.450 4.597 -1.883
C: 0.774 5.716 -2.768
C: -0.556 5.940 -3.524
N: -1.445 4.974 -2.877
H: 1.104 4.138 -1.268
H: 1.591 5.454 -3.438
H: 1.065 6.591 -2.188
H: -0.466 5.727 -4.588
H: -0.930 6.954 -3.400
H: -2.401 4.806 -3.140
C: 5.850 -0.661 2.911
C: 5.687 -0.846 1.543
C: 4.503 -0.469 0.930
C: 3.449 0.070 1.678
C: 3.637 0.261 3.049
C: 4.831 -0.098 3.663
Si: 1.928 0.738 0.823
C: 2.507 2.233 -0.152
C: 2.882 2.161 -1.494
C: 3.513 3.228 -2.121
C: 3.784 4.390 -1.413
C: 3.416 4.486 -0.075
C: 2.786 3.417 0.547
H: 6.782 -0.940 3.386
H: 6.491 -1.265 0.953
H: 4.409 -0.581 -0.146
H: 2.860 0.721 3.653
H: 4.971 0.076 4.722
H: 1.432 -0.235 -0.275
H: 2.713 1.255 -2.064
H: 3.812 3.142 -3.157
H: 4.297 5.213 -1.893
H: 3.635 5.386 0.485
H: 2.542 3.506 1.601
C: -1.900 -0.514 -3.477
Te: -0.268 0.244 -2.313
C: 0.793 -1.514 -2.944
C: -0.049 -2.137 -4.031
C: 0.447 -3.204 -4.777
C: -0.325 -3.784 -5.770
C: -1.598 -3.292 -6.035
C: -2.094 -2.226 -5.303
C: -1.328 -1.648 -4.295
H: -2.282 0.300 -4.090
H: -2.689 -0.854 -2.810
H: 0.962 -2.189 -2.108
H: 1.764 -1.191 -3.319
H: 1.447 -3.574 -4.587
H: 0.072 -4.606 -6.350
H: -2.196 -3.730 -6.823
H: -3.080 -1.833 -5.522

# 6
DFT (ωB97M-V with the def2-TZVPD basis set) results for an isolated molecule of C33H32BF3O4 at a distorted geometry.

largest force on an atom = 6.53 eV/Å
E_LUMO = -0.0651 Ha
Kohn-Sham gap = 3.196 eV
ΔE to the lowest compared entry with this formula, charge and spin = 23.8 kJ/mol
E_HOMO = -0.1826 Ha
electronic energy = -51754.919 eV

Geometry (Å):
C: -2.242 3.783 0.512
C: -1.046 3.284 1.182
C: -0.930 3.006 2.555
C: 0.189 2.222 2.709
C: 0.693 1.784 1.361
B: -2.021 -2.076 -0.248
C: 2.191 1.734 1.238
C: 2.795 0.755 2.018
C: 4.135 0.434 1.867
C: 4.889 1.203 0.980
C: 6.368 0.910 0.804
F: 6.664 -0.420 0.945
F: 6.811 1.281 -0.450
F: 7.122 1.600 1.722
C: 4.336 2.282 0.291
C: 2.972 2.567 0.438
O: -2.917 -2.109 0.797
C: -3.884 -1.059 0.550
C: -5.237 -1.559 1.021
C: -3.569 0.169 1.412
C: -3.737 -0.827 -1.007
C: -4.542 -1.871 -1.790
C: -3.924 0.611 -1.465
O: -2.361 -1.178 -1.255
O: 0.043 2.843 0.499
H: -2.813 4.452 1.178
H: -2.047 4.307 -0.423
H: -2.924 2.936 0.305
H: -1.652 3.333 3.303
H: 0.727 2.040 3.619
H: 2.194 0.207 2.734
H: 4.593 -0.370 2.445
H: 4.968 2.899 -0.355
H: 2.552 3.437 -0.071
H: -5.995 -0.850 0.660
H: -5.464 -2.567 0.654
H: -5.282 -1.557 2.125
H: -4.365 0.918 1.275
H: -3.558 -0.101 2.486
H: -2.607 0.630 1.154
H: -5.555 -1.520 -2.014
H: -4.018 -2.080 -2.737
H: -4.597 -2.807 -1.215
H: -4.932 0.968 -1.232
H: -3.189 1.281 -0.996
H: -3.782 0.668 -2.546
C: 4.175 -0.694 -4.195
C: 4.109 0.207 -3.126
C: 2.932 0.313 -2.373
C: 1.849 -0.564 -2.594
C: 0.769 -0.654 -1.567
O: 0.290 -1.909 -1.396
C: -0.331 -2.184 -0.121
C: -0.057 -1.190 0.985
C: -0.101 -1.677 2.254
C: -0.211 -3.050 2.537
C: -0.208 -3.986 1.512
C: -0.116 -3.611 0.196
C: 0.107 0.478 0.711
C: 0.437 0.427 -0.737
C: 1.896 -1.415 -3.721
C: 3.045 -1.466 -4.510
H: 5.097 -0.779 -4.772
H: 4.966 0.836 -2.858
H: 2.864 1.010 -1.529
H: -0.023 -0.931 3.039
H: -0.311 -3.327 3.586
H: -0.199 -5.033 1.813
H: 0.119 -4.316 -0.592
H: -0.952 0.693 0.899
H: 0.679 1.415 -1.156
H: 1.037 -2.056 -3.951
H: 3.088 -2.131 -5.368